Entry 1:
A molecular structure, C63H76N11O6P2S4SiSr in a non-equilibrium geometry. Source: the OMol25 dataset; level of theory: wB97M-V/def2-TZVPD.

Properties
net charge: -1
energy relative to the best compared isomer or geometry (same formula, charge and spin): 63.8 kcal per mole
frontier orbital gap: 6.31 eV
LUMO: 1.26 eV
total energy: -165876.5125 eV

Geometry (Å):
Sr: 1.556559 0.447233 0.297440
C: 1.772359 -0.688967 -3.560960
Si: 0.357059 -0.409267 -2.236260
C: -0.535041 0.904433 -3.452460
C: -1.234841 0.373733 -4.539960
C: -1.700341 1.141133 -5.593560
C: -1.443541 2.500333 -5.609360
C: -0.754841 3.055233 -4.548360
C: -0.322741 2.305833 -3.459960
P: 0.314559 3.267633 -1.997260
C: -0.516341 5.000233 -1.893060
C: -1.830041 4.854133 -1.118160
C: -3.038741 4.709433 -2.034460
C: -3.212341 5.986233 -2.845360
C: -1.997941 6.138933 -3.748760
C: -0.677841 6.098433 -2.969060
C: 2.123859 3.797833 -2.330060
C: 2.957359 2.578033 -2.753460
C: 3.657359 2.748633 -4.103860
C: 2.704659 3.387433 -5.106860
C: 2.363559 4.819833 -4.682660
C: 2.519359 5.012833 -3.173260
C: -0.315041 -2.276967 -2.177960
C: 0.309259 -3.238767 -2.973260
C: 0.220359 -4.600567 -2.729260
C: -0.482641 -5.053267 -1.630360
C: -1.157641 -4.130167 -0.851160
C: -1.118841 -2.767367 -1.126760
P: -2.292041 -1.581767 -0.351060
C: -2.459141 -1.942167 1.505540
C: -2.664541 -3.327167 2.120640
C: -2.621241 -3.276867 3.662840
C: -3.052641 -1.920467 4.218540
C: -4.160241 -1.366567 3.336840
C: -3.572341 -0.981267 1.976140
C: -3.905341 -2.194367 -1.186560
C: -4.472841 -3.572367 -0.836160
C: -5.471641 -4.012767 -1.905760
C: -4.745341 -4.312567 -3.219560
C: -3.521241 -3.404967 -3.382560
C: -3.730041 -2.052267 -2.710860
H: 1.412659 -1.125967 -4.491660
H: 2.550659 -1.327067 -3.151660
H: 2.246559 0.241033 -3.850960
H: -1.390941 -0.695867 -4.567460
H: -2.238341 0.680833 -6.409360
H: -1.770341 3.123133 -6.431760
H: -0.525241 4.105333 -4.555060
H: 0.212759 5.410133 -1.173060
H: -1.979841 5.732933 -0.481360
H: -1.743241 3.983733 -0.474860
H: -3.932041 4.513233 -1.440960
H: -2.888641 3.863133 -2.707460
H: -3.290941 6.843733 -2.171760
H: -4.121941 5.947933 -3.450460
H: -2.041241 7.091533 -4.285560
H: -2.036541 5.349433 -4.497260
H: -0.604241 7.053633 -2.435860
H: 0.140659 6.081233 -3.685860
H: 2.399259 4.057733 -1.298260
H: 2.285659 1.725233 -2.815460
H: 3.705459 2.342033 -1.993360
H: 3.976059 1.768133 -4.464260
H: 4.559359 3.358233 -4.007960
H: 1.796859 2.782633 -5.147860
H: 3.146759 3.392333 -6.105760
H: 1.348859 5.056933 -5.002560
H: 3.027359 5.529433 -5.184260
H: 1.993159 5.908133 -2.841260
H: 3.580359 5.186533 -2.964860
H: 0.898459 -2.931067 -3.818860
H: 0.727959 -5.301467 -3.377460
H: -0.532441 -6.107667 -1.398160
H: -1.736041 -4.494867 -0.021360
H: -1.489541 -1.548467 1.850740
H: -1.884841 -4.008367 1.791040
H: -3.624241 -3.729567 1.797840
H: -1.623441 -3.517167 4.021340
H: -3.285941 -4.048567 4.053140
H: -2.217641 -1.217567 4.209140
H: -3.384541 -2.040667 5.250940
H: -4.632741 -0.495367 3.795040
H: -4.935141 -2.126767 3.221140
H: -3.137841 0.016233 2.042240
H: -4.380141 -0.945967 1.239640
H: -4.646041 -1.446567 -0.868260
H: -4.975741 -3.527967 0.130140
H: -3.682941 -4.318067 -0.785660
H: -6.206841 -3.220467 -2.057160
H: -6.014341 -4.898767 -1.570660
H: -5.433741 -4.173867 -4.055860
H: -4.418741 -5.354667 -3.232460
H: -3.305541 -3.259567 -4.442060
H: -2.650041 -3.881667 -2.941460
H: -4.613841 -1.580367 -3.149360
H: -2.866341 -1.416067 -2.918260
N: -3.158141 1.204133 -1.723160
C: -3.126441 1.635233 -0.450760
N: -2.058141 1.900533 0.215540
C: -2.329641 2.535933 1.396440
C: -3.656441 2.702233 1.667840
S: -4.627041 2.085933 0.380440
C: -1.253841 3.131933 2.174940
C: -1.400741 4.276433 2.900640
S: 0.099459 4.754033 3.609640
C: 0.838459 3.337033 2.845140
N: 0.017859 2.628333 2.152240
N: 2.117759 3.033833 3.124940
H: -2.262741 0.892433 -2.082460
H: -3.984041 0.734933 -2.053060
H: -4.117641 3.130433 2.532740
H: -2.270041 4.884933 3.036240
H: 2.700759 3.781133 3.460440
H: 2.574459 2.368633 2.514540
O: -2.103541 -5.536667 9.391040
S: -0.920541 -5.841367 8.598440
O: -1.196341 -6.258967 7.234240
O: 0.096959 -6.635967 9.271540
C: -0.149041 -4.174967 8.436440
N: 0.202359 -3.539167 9.546140
C: 0.717759 -2.331267 9.414440
C: 0.886859 -1.721967 8.178740
C: 0.469259 -2.460467 7.073440
N: -0.035341 -3.683367 7.219140
C: 0.540759 -1.955667 5.695740
C: 0.623159 -2.859367 4.636940
C: 0.624559 -2.370667 3.341440
N: 0.552059 -1.076567 3.045440
C: 0.484159 -0.216467 4.052740
C: 0.478659 -0.599167 5.383640
H: 1.013559 -1.832067 10.331240
H: 1.337459 -0.747367 8.077040
H: 0.657159 -3.914467 4.862040
H: 0.664859 -3.039267 2.491540
H: 0.409459 0.825733 3.773440
H: 0.403959 0.141833 6.163540
O: 4.559959 -1.450467 -1.674260
C: 4.606659 -0.586267 -0.811860
N: 3.635459 -0.291367 0.038040
S: 3.965759 0.960333 0.941440
O: 3.113359 2.073133 0.548240
O: 3.880159 0.696533 2.356040
C: 5.616259 1.279033 0.324840
C: 6.528059 2.290233 0.521940
C: 7.648259 2.328033 -0.300860
C: 7.848859 1.356933 -1.272360
C: 6.931359 0.334533 -1.449560
C: 5.799259 0.321333 -0.654660
H: 6.378659 3.031233 1.293340
H: 8.365259 3.128133 -0.188660
H: 8.721459 1.408133 -1.909260
H: 7.058559 -0.425067 -2.202960
N: 4.991859 -3.807567 3.108940
C: 4.271259 -3.821167 1.945640
C: 3.267159 -2.870067 1.691440
N: 2.531859 -2.898767 0.603240
C: 2.833159 -3.826367 -0.301860
C: 3.874959 -4.715467 -0.096360
N: 4.579459 -4.739367 1.028840
H: 4.573759 -3.351567 3.903940
H: 5.513459 -4.648967 3.300140
H: 3.057359 -2.096567 2.412540
H: 2.218759 -3.843267 -1.187360
H: 4.152059 -5.446467 -0.845960

Forces on atoms 1 to 6 (eV/Å):
-7.248 -0.955 0.426
-0.236 -0.070 0.328
0.235 0.001 -1.303
0.075 -0.371 0.349
0.078 -0.078 -0.033
-0.044 -0.017 -0.038

Here are the Löwdin charges for atoms 1 to 99, given in e: 1.209, -0.245, 0.606, -0.337, -0.128, -0.080, -0.081, -0.140, -0.377, 1.138, -0.403, -0.225, -0.199, -0.204, -0.206, -0.195, -0.426, -0.218, -0.192, -0.183, -0.189, -0.204, -0.317, -0.130, -0.106, -0.092, -0.118, -0.400, 1.130, -0.414, -0.186, -0.169, -0.189, -0.188, -0.230, -0.412, -0.201, -0.198, -0.192, -0.189, -0.223, 0.020, 0.006, -0.010, 0.090, 0.098, 0.101, 0.063, 0.098, 0.120, 0.050, 0.095, 0.103, 0.111, 0.108, 0.109, 0.087, 0.118, 0.069, 0.084, 0.036, 0.097, 0.108, 0.110, 0.098, 0.108, 0.080, 0.108, 0.091, 0.113, 0.075, 0.102, 0.104, 0.073, 0.072, 0.085, 0.095, 0.077, 0.118, 0.097, 0.115, 0.107, 0.113, 0.081, 0.078, 0.088, 0.103, 0.097, 0.109, 0.106, 0.102, 0.107, 0.111, 0.085, 0.114, 0.061, 0.122, -0.727, 0.085

***

Entry 2:
A molecular structure, C63H82F5N6O5PSiTeW in a non-equilibrium geometry. Source: the OMol25 dataset; level of theory: wB97M-V/def2-TZVPD.

Properties
multiplicity: 4
net charge: +1
⟨S²⟩: 3.7833
frontier orbital gap (alpha / beta): 5.82 / 6.67 eV
LUMO (alpha / beta): -2.64 / -3.46 eV
total energy: -125707.0143 eV

Geometry (Å):
W: 0.647154 0.757837 -0.400925
N: -0.199415 0.025190 1.878809
C: -1.461807 0.675507 2.244644
C: -2.188223 0.156250 3.486104
C: -2.487173 -1.359863 3.600113
C: -3.990397 -1.661901 3.535083
N: -4.464881 -1.502570 2.164860
C: -4.636834 -2.460404 1.270721
N: -4.840363 -3.735928 1.611128
N: -4.670849 -2.113711 -0.021635
C: -2.221397 0.719844 0.930384
O: -3.415360 0.438355 0.815151
O: -1.465588 1.107593 -0.020014
H: -0.365236 -0.941843 1.631374
H: 0.458069 0.017379 2.646585
H: -1.217117 1.714219 2.449658
H: -3.129498 0.714671 3.541429
H: -1.602363 0.475107 4.350597
H: -2.095213 -1.751387 4.540040
H: -2.000535 -1.912520 2.794131
H: -4.538633 -0.952300 4.153229
H: -4.216394 -2.653547 3.924347
H: -4.221945 -0.587724 1.760954
H: -4.703202 -4.034567 2.558584
H: -4.765686 -4.451522 0.901000
H: -4.403610 -1.175885 -0.298022
H: -4.820776 -2.802453 -0.737375
O: 2.221580 -0.184437 0.526969
N: 2.070154 1.561838 -1.247184
C: 3.254935 1.929442 -1.389871
C: 4.057927 2.591874 -0.341134
C: 5.271629 3.121570 -0.768946
C: 6.060376 3.891876 0.069150
C: 5.622664 4.136131 1.357553
C: 4.431043 3.575975 1.802568
C: 3.637656 2.782939 0.980256
P: 2.107702 2.012890 1.680084
C: 1.397318 3.248245 2.863253
C: 0.130247 3.734188 2.544926
C: -0.537201 4.635224 3.367389
C: 0.075545 5.082588 4.526776
C: 1.332871 4.594480 4.875846
C: 1.976535 3.669925 4.067973
C: 2.819052 0.876729 2.947629
C: 2.118884 0.567719 4.112729
C: 2.648338 -0.307028 5.055015
C: 3.900210 -0.870244 4.854764
C: 4.613388 -0.561035 3.702714
C: 4.072627 0.297058 2.755458
H: 2.915982 -0.491705 -0.065819
H: 3.717035 1.834869 -2.375057
H: 5.577237 2.942293 -1.794009
H: 7.001086 4.299201 -0.281774
H: 6.206688 4.758970 2.025265
H: 4.128826 3.762474 2.824193
H: -0.322202 3.414952 1.616280
H: -1.528668 4.984117 3.099493
H: -0.426375 5.800051 5.165158
H: 1.807525 4.925189 5.791678
H: 2.918637 3.252245 4.407759
H: 1.168123 1.045923 4.325393
H: 2.082484 -0.542142 5.949067
H: 4.324941 -1.533553 5.599255
H: 5.596847 -0.988566 3.540672
H: 4.631776 0.517929 1.853480
C: 0.397353 6.967129 -1.673046
C: 0.942486 5.564053 -1.334802
C: 1.131821 5.523172 0.185260
C: 2.360173 5.426576 -1.928090
Si: -0.216894 4.135083 -1.966676
C: 0.043792 3.970954 -3.873650
C: 1.354044 3.195272 -4.130629
C: 0.143114 5.312029 -4.616416
C: -1.102568 3.200544 -4.544872
C: -2.075788 4.394932 -1.502256
C: -2.261559 4.453726 0.021555
C: -2.627951 5.697972 -2.103113
C: -2.951222 3.227535 -2.007341
H: 1.227326 7.683544 -1.596434
H: -0.361657 7.278602 -0.953172
H: -0.025850 7.062416 -2.670245
H: 1.753089 6.375068 0.496492
H: 1.648530 4.613333 0.495807
H: 0.194528 5.592856 0.734359
H: 3.048996 6.040588 -1.333442
H: 2.427220 5.775447 -2.956745
H: 2.728996 4.401421 -1.891674
H: 2.232872 3.789700 -3.877294
H: 1.422088 2.943674 -5.196062
H: 1.391786 2.265767 -3.566789
H: 0.998428 5.911922 -4.316419
H: -0.756634 5.921028 -4.513362
H: 0.260722 5.088146 -5.685117
H: -1.396494 2.306930 -4.002063
H: -0.783465 2.896887 -5.550938
H: -1.985084 3.832843 -4.664084
H: -1.730711 5.293046 0.477268
H: -1.932965 3.525998 0.491080
H: -3.330009 4.574722 0.246531
H: -2.268284 6.583825 -1.585196
H: -3.722176 5.680648 -2.008064
H: -2.398933 5.806428 -3.166410
H: -2.528494 2.251882 -1.765915
H: -3.126701 3.278610 -3.078167
H: -3.930418 3.292500 -1.514027
C: 1.926679 -1.592840 -2.580933
C: 0.685521 -1.921451 -1.783306
O: 0.055913 -2.941349 -2.192200
N: 0.314609 -1.259355 -0.693248
Te: -0.971378 -3.159118 0.144351
C: -2.038952 -5.052257 0.082397
C: -1.912863 -5.979956 1.124353
C: -1.119689 -5.709284 2.388095
C: -2.554988 -7.212306 1.008420
C: -3.327323 -7.541670 -0.098873
C: -4.000416 -8.886704 -0.214048
C: -3.462697 -6.590964 -1.108164
C: -2.820269 -5.355907 -1.046413
C: -2.949974 -4.421368 -2.240262
C: 0.876654 -4.179157 0.391083
C: 1.713225 -3.794643 1.447015
C: 1.363058 -2.746794 2.474992
C: 2.964302 -4.395906 1.569188
C: 3.400849 -5.372005 0.687499
C: 4.766756 -5.996947 0.815382
C: 2.529803 -5.771042 -0.316866
C: 1.267199 -5.212602 -0.487970
C: 0.417483 -5.809166 -1.588854
H: 2.711434 -2.260919 -2.212253
H: 2.244159 -0.567318 -2.485417
H: 1.760884 -1.829375 -3.628301
H: -1.109921 -4.646183 2.640708
H: -0.077991 -6.019124 2.272654
H: -1.539200 -6.261120 3.230865
H: -2.434668 -7.939897 1.807197
H: -3.842472 -9.489254 0.680795
H: -3.608224 -9.441165 -1.069846
H: -5.076193 -8.775077 -0.366743
H: -4.053388 -6.830947 -1.989493
H: -3.916753 -4.539694 -2.734277
H: -2.179095 -4.639830 -2.982976
H: -2.816791 -3.372453 -1.971915
H: 0.301507 -2.757476 2.729705
H: 1.636888 -1.760719 2.095021
H: 1.923551 -2.919293 3.393179
H: 3.611963 -4.079121 2.381697
H: 5.339465 -5.537131 1.619838
H: 5.330725 -5.888142 -0.112775
H: 4.687509 -7.066237 1.022160
H: 2.841096 -6.552032 -1.005819
H: 1.060701 -6.211712 -2.371487
H: -0.241067 -5.080240 -2.042067
H: -0.186222 -6.632794 -1.194905
F: -3.094878 -2.222539 -5.889030
C: -2.382107 -1.563545 -4.979590
C: -2.834570 -1.433086 -3.685778
F: -4.007426 -1.974169 -3.329799
C: -2.098459 -0.742388 -2.742646
F: -2.577821 -0.771237 -1.489078
C: -0.911094 -0.080137 -3.059870
O: -0.218880 0.710686 -2.249995
C: -0.464388 -0.274839 -4.368032
F: 0.706037 0.248247 -4.747696
C: -1.173823 -0.990164 -5.309729
F: -0.693697 -1.117585 -6.547708

Forces on atoms 1 to 6 (eV/Å):
-0.389 -2.715 0.968
-0.090 0.141 -0.397
0.021 -0.289 0.165
-0.087 -0.164 -0.083
-0.136 0.221 0.026
0.175 -0.048 -0.191

Here are the Löwdin charges for atoms 1 to 99, given in e: 1.711, 0.022, -0.264, -0.108, -0.151, -0.146, 0.096, -0.443, 0.227, 0.228, -0.548, 0.040, -0.190, -0.008, 0.047, 0.117, 0.126, 0.115, 0.117, 0.054, 0.127, 0.111, 0.089, 0.110, 0.114, 0.101, 0.113, -0.459, -0.175, -0.198, -0.219, -0.030, -0.052, -0.049, -0.064, -0.281, 1.098, -0.346, -0.159, -0.065, -0.063, -0.061, -0.099, -0.347, -0.125, -0.073, -0.079, -0.061, -0.078, 0.031, 0.130, 0.120, 0.114, 0.114, 0.090, 0.053, 0.111, 0.110, 0.110, 0.106, 0.104, 0.109, 0.109, 0.110, 0.110, -0.084, -0.598, -0.107, -0.096, 1.009, -0.594, -0.107, -0.089, -0.094, -0.606, -0.103, -0.079, -0.095, 0.094, 0.074, 0.060, 0.100, 0.047, 0.047, 0.092, 0.068, 0.044, 0.059, 0.091, 0.036, 0.061, 0.068, 0.096, 0.052, 0.095, 0.078, 0.063, 0.045, 0.096